(1)
176
Properties=species:S:1:pos:R:3 method="wB97M-V/def2-TZVPD" smiles="CCOP(=O)(OCC)OCC.CCOP(=O)(OCC)OCC.CCOP(=O)(OCC)OCC.CCOP(=O)(OCC)OCC.CN(C)C=O.CN(C)C=O.CN(C)C=O.CN(C)C=O.ClCCCl.ClCCCl.ClCCCl" homo_ev=-9.026 homo_lumo_gap_ev=9.0 total_energy_ha=-7510.83837
C 0.98612 7.02376 11.52301
C -0.48692 6.58109 11.18142
O -0.92942 7.49635 10.14069
P -1.50470 7.10594 8.67129
O -1.53184 8.28610 7.76488
O -2.93426 6.52708 9.16457
C -3.78269 7.17211 10.12143
C -5.23325 7.05190 9.54314
O -0.53857 5.82947 8.23780
C 0.40717 6.03161 7.27861
C 1.53658 6.98926 7.69729
H 1.07193 8.07796 11.78645
H 1.45351 6.44348 12.31857
H 1.67504 6.92675 10.68392
H -0.73699 5.56930 10.86227
H -1.11288 6.75655 12.05634
H -3.86834 6.81756 11.14860
H -3.61468 8.24468 10.21875
H -5.64226 6.04254 9.58784
H -5.97951 7.72725 9.96158
H -5.30649 7.46720 8.53802
H 0.82444 5.08097 6.94654
H -0.11675 6.36071 6.38123
H 2.34498 6.96328 6.96661
H 1.17661 7.98209 7.96714
H 2.02243 6.50828 8.54624
C -0.08577 -6.35826 -7.86522
C -1.61821 -6.41308 -7.59333
O -2.03255 -6.93027 -6.32684
P -2.01115 -6.00905 -5.01316
O -2.18322 -4.56739 -5.19720
O -3.20504 -6.73499 -4.14719
C -4.53885 -6.19129 -4.11421
C -5.55337 -7.09906 -3.54382
O -0.55682 -6.40723 -4.26076
C 0.10294 -5.48190 -3.35553
C 1.44564 -6.04797 -3.11393
H 0.21059 -5.70399 -8.68510
H 0.26284 -5.87861 -6.95062
H 0.29544 -7.37844 -7.91023
H -2.11884 -5.49022 -7.88624
H -1.91928 -7.28184 -8.17874
H -4.40208 -5.31243 -3.48414
H -4.91193 -5.78818 -5.05570
H -5.63760 -7.88899 -4.29014
H -5.06437 -7.70939 -2.78456
H -6.52992 -6.76852 -3.18998
H 0.16700 -4.43852 -3.66432
H -0.28101 -5.48334 -2.33540
H 1.97207 -5.82302 -4.04149
H 1.91520 -5.46194 -2.32387
H 1.64418 -7.05681 -2.75208
C 5.55535 -1.95514 -5.56325
C 5.70249 -1.49741 -7.04929
O 6.80878 -2.26249 -7.72029
P 6.68415 -3.86077 -8.00131
O 5.35696 -4.30062 -8.55366
O 8.00936 -4.34598 -8.78539
C 8.25786 -3.91336 -10.12686
C 7.84083 -5.08935 -10.99005
O 6.84640 -4.57024 -6.46889
C 8.12101 -4.96443 -5.84949
C 8.05106 -6.43041 -5.42817
H 5.09569 -2.93078 -5.72117
H 6.59370 -1.87868 -5.24063
H 4.90945 -1.30364 -4.97466
H 4.69654 -1.55496 -7.46506
H 5.98052 -0.45095 -7.17471
H 7.61980 -3.08074 -10.42302
H 9.25755 -3.70446 -10.50774
H 7.93925 -4.88698 -12.05657
H 8.39527 -6.02113 -10.87825
H 6.83327 -5.48756 -10.87023
H 8.91842 -4.82800 -6.57999
H 8.25086 -4.39064 -4.93188
H 7.25443 -6.49141 -4.68671
H 7.64746 -7.01416 -6.25548
H 8.94404 -6.77052 -4.90375
C -8.63656 -4.16320 1.42777
C -8.52124 -3.14089 0.35035
O -7.08487 -2.84398 0.15065
P -6.66044 -1.31123 -0.02368
O -7.57212 -0.37009 0.64076
O -5.11385 -1.17317 0.40951
C -4.50954 -2.02218 1.27530
C -3.79329 -2.97525 0.36341
O -6.73028 -1.08770 -1.64063
C -5.66230 -0.59528 -2.45681
C -6.24203 -0.28470 -3.84108
H -8.69711 -3.53005 2.31296
H -9.55892 -4.74388 1.41534
H -7.81678 -4.86256 1.59192
H -8.62787 -3.62271 -0.62155
H -9.14701 -2.25731 0.47607
H -3.75942 -1.39413 1.75590
H -5.16209 -2.20872 2.12822
H -3.16478 -2.47236 -0.37156
H -3.02994 -3.58603 0.84544
H -4.43542 -3.73362 -0.08454
H -5.12477 0.25522 -2.03753
H -4.99229 -1.43800 -2.62718
H -7.22437 0.14908 -3.65417
H -5.47549 0.36807 -4.25869
H -6.23754 -1.23801 -4.36957
C -0.92636 -0.30880 -8.06375
N -0.20771 0.86234 -8.55557
C 0.37533 0.84235 -9.84734
C -0.17368 1.92826 -7.74300
O 0.39783 2.99720 -7.98745
H -1.97181 -0.34305 -8.37026
H -0.91943 -0.34709 -6.97445
H -0.45414 -1.24386 -8.36505
H 1.08108 0.02079 -9.97000
H -0.32939 0.58754 -10.63889
H 0.97169 1.72435 -10.08086
H -0.88512 1.83801 -6.90759
C 1.39711 0.93739 1.56239
N 0.71822 1.62451 0.43448
C 0.14844 2.87589 0.77917
C 0.38597 1.07792 -0.80816
O -0.37793 1.52635 -1.69414
H 2.33808 1.47705 1.66938
H 1.50646 -0.14408 1.48143
H 0.74557 1.11376 2.41825
H 0.95945 3.53161 1.09603
H -0.43082 3.29358 -0.04430
H -0.62246 2.66811 1.52122
H 0.87552 0.09404 -0.87542
C -5.22377 5.12446 1.01080
N -5.86597 6.47220 0.84371
C -6.89806 6.80164 1.80879
C -5.30102 7.41177 0.07712
O -5.77466 8.56082 -0.04350
H -4.70313 4.83245 0.09879
H -5.93514 4.36028 1.32399
H -4.42884 5.24736 1.74638
H -7.62520 5.98977 1.82370
H -6.52421 6.94709 2.82229
H -7.48692 7.68346 1.55633
H -4.41356 7.08465 -0.48646
C 4.56107 1.67217 9.31160
N 5.88328 1.28673 8.67579
C 6.87822 0.49845 9.51895
C 5.98629 1.15326 7.34005
O 5.08471 1.33619 6.51864
H 3.93709 2.01514 8.48630
H 4.78358 2.65451 9.72826
H 4.00213 1.00733 9.97013
H 6.53405 -0.43180 9.97092
H 7.81336 0.36582 8.97487
H 7.15860 1.10956 10.37688
H 7.04240 0.92921 7.12411
Cl -0.87824 0.07706 7.68899
C -2.54185 -0.20592 8.32720
C -2.76978 0.44521 9.72799
Cl -1.70469 -0.38015 10.82544
H -2.61803 -1.29033 8.40677
H -3.32578 0.12277 7.64491
H -3.77386 0.28977 10.12265
H -2.45033 1.48402 9.81113
Cl 6.95585 -4.07542 1.12996
C 6.43862 -2.76751 2.16751
C 6.07439 -3.26469 3.58200
Cl 4.48158 -4.06161 3.54725
H 5.63346 -2.19485 1.70719
H 7.28578 -2.08763 2.25804
H 5.95390 -2.37908 4.20592
H 6.79609 -3.92734 4.05964
Cl 1.10187 7.28001 -2.26953
C 1.61392 6.14431 -3.55522
C 2.76832 5.21541 -3.24112
Cl 4.25964 6.10874 -3.61200
H 1.88221 6.70494 -4.45067
H 0.77290 5.56501 -3.93630
H 2.94936 4.28394 -3.77748
H 2.87366 5.07511 -2.16534



(2)
165
Properties=species:S:1:pos:R:3 method="wB97M-V/def2-TZVPD" smiles="COP(=O)(OC)OC.CNC(C)=O.CNC(C)=O.CNC(C)=O.CNC(C)=O.CNC(C)=O.CNC(C)=O.CNC(C)=O.CNC(C)=O.CNC(C)=O.CCCCCC.CCCCCC" homo_ev=-8.960 homo_lumo_gap_ev=8.9 total_energy_ha=-3472.83632
C -3.10425 -6.28080 2.18287
O -2.92805 -5.91976 3.56883
P -1.86016 -4.77894 3.93062
O -2.17205 -3.45279 3.34011
O -1.79034 -4.82394 5.50163
C -3.03731 -4.90655 6.22844
O -0.48170 -5.41268 3.46339
C 0.65413 -4.56674 3.20353
H -2.74358 -7.29893 2.04134
H -2.59310 -5.62554 1.47823
H -4.18177 -6.20612 2.02524
H -2.81892 -4.54039 7.22974
H -3.27601 -5.95871 6.39272
H -3.84102 -4.38786 5.71644
H 0.33380 -3.60515 2.81185
H 1.22156 -5.05945 2.40985
H 1.33254 -4.56196 4.05374
C 0.32948 4.99881 -0.74280
N 0.38395 4.06615 0.36220
C 0.41978 4.51713 1.63633
C 0.47832 3.49947 2.75400
O 0.36642 5.71273 1.90647
H -0.68535 5.38800 -0.88008
H 0.61770 4.53611 -1.68404
H 0.94149 5.87941 -0.57290
H -0.03013 3.15338 0.23018
H 0.47471 2.49421 2.33332
H -0.34610 3.69142 3.43518
H 1.41846 3.60715 3.29546
C 0.29547 0.53147 -1.10446
N 0.01837 0.45110 0.31912
C 0.94097 0.05070 1.20502
C 0.46041 -0.14818 2.63721
O 2.10727 -0.17444 0.88844
H 0.54543 -0.46288 -1.48574
H 1.10323 1.21231 -1.36891
H -0.65033 0.77408 -1.58982
H -0.88263 0.82289 0.59965
H 1.12323 0.38168 3.31707
H 0.51777 -1.22012 2.82267
H -0.57749 0.18463 2.63567
C 0.14947 -1.18693 5.90278
N 1.54767 -0.81090 5.98228
C 2.48609 -1.77433 6.07646
C 3.91538 -1.24815 6.23684
O 2.23041 -2.96658 6.02047
H -0.07441 -1.96580 5.17741
H -0.45432 -0.31159 5.67331
H -0.17136 -1.59093 6.86510
H 1.89580 0.14211 5.88293
H 3.93647 -0.29746 6.76738
H 4.50874 -1.20765 5.32618
H 4.39513 -1.98646 6.88418
C -3.53016 3.65922 -0.23806
N -4.08346 3.01698 0.93127
C -3.39318 2.12196 1.65547
C -4.04819 1.59718 2.91796
O -2.27425 1.72203 1.33822
H -3.55524 2.97866 -1.09435
H -2.48361 3.93460 -0.10456
H -4.09383 4.54035 -0.53085
H -4.91139 3.41572 1.33621
H -3.40642 1.87271 3.75653
H -4.06956 0.50844 2.93689
H -5.05767 1.98037 3.06173
C -5.35630 -3.08834 1.09175
N -3.90956 -3.10810 1.12976
C -3.12625 -3.15471 0.04022
C -1.63491 -2.90130 0.19445
O -3.57747 -3.31289 -1.09077
H -5.68729 -3.60969 0.19507
H -5.72877 -2.05732 1.04116
H -5.80030 -3.46887 2.01031
H -3.51752 -3.16557 2.07221
H -1.51826 -1.82961 0.35673
H -1.16258 -3.12603 -0.76140
H -1.14983 -3.56573 0.90709
C 4.00416 1.58593 2.69392
N 5.06773 2.01466 3.58394
C 6.09558 2.80209 3.19390
C 7.04914 3.24944 4.28522
O 6.24619 3.12604 2.02064
H 3.50789 0.71938 3.12299
H 4.46993 1.13544 1.81482
H 3.37290 2.44018 2.47175
H 5.19277 1.56164 4.47511
H 7.42517 2.29724 4.67899
H 6.56173 3.77782 5.10278
H 7.86430 3.84524 3.89455
C -0.09259 2.60591 6.36200
N 1.15459 3.17451 6.83050
C 2.33455 2.73653 6.37590
C 3.62367 3.31845 6.92582
O 2.43356 1.84376 5.53052
H -0.41949 1.80458 7.02501
H -0.12024 2.26082 5.33308
H -0.82143 3.41899 6.39665
H 1.19692 3.92074 7.50130
H 4.33620 3.39440 6.10911
H 4.01348 2.65296 7.69462
H 3.51375 4.32335 7.33996
C 3.57025 3.58050 -0.33638
N 3.99844 4.20154 -1.59655
C 3.60186 3.97451 -2.86553
C 2.74340 2.75524 -3.15735
O 4.03100 4.64946 -3.79219
H 2.66390 2.99162 -0.39330
H 3.37228 4.41396 0.34250
H 4.45067 3.08083 0.06827
H 4.70630 4.91627 -1.52817
H 2.87865 2.54644 -4.21358
H 1.68804 2.96219 -2.96942
H 3.06165 1.91864 -2.53680
C 4.70478 -0.55819 -1.73777
N 3.67309 -1.51462 -1.37655
C 3.39322 -2.65417 -2.01881
C 2.41296 -3.57847 -1.31317
O 3.89031 -2.94198 -3.10005
H 5.64317 -0.73659 -1.22106
H 4.32086 0.42241 -1.44278
H 4.78003 -0.48040 -2.82005
H 3.16772 -1.29983 -0.53173
H 1.94488 -2.99303 -0.51718
H 2.99296 -4.36561 -0.82930
H 1.68660 -4.03188 -1.97802
C 1.52187 -0.51642 -4.62779
C 1.48400 -0.43851 -6.14662
C 0.06008 -0.45120 -6.70988
C 0.06283 -0.26991 -8.22829
C -1.21165 -0.69364 -8.95279
C -1.10095 -0.67271 -10.46796
H 2.52402 -0.64566 -4.21367
H 0.89348 -1.29126 -4.17907
H 1.15420 0.41312 -4.17214
H 1.96633 0.48871 -6.46081
H 2.01628 -1.31769 -6.51306
H -0.58947 0.29169 -6.23976
H -0.38791 -1.42163 -6.46994
H 0.24319 0.76923 -8.52205
H 0.88040 -0.86664 -8.64769
H -1.53954 -1.68767 -8.61996
H -2.05533 -0.09908 -8.57556
H -1.95679 -1.18722 -10.91013
H -1.12997 0.32972 -10.89696
H -0.18789 -1.19903 -10.74800
C -2.94026 -1.12137 -3.35014
C -3.04573 0.09339 -4.26220
C -3.45698 -0.30170 -5.67791
C -4.97381 -0.55948 -5.83044
C -5.30809 -1.38906 -7.06383
C -6.81052 -1.56354 -7.23753
H -2.14526 -1.82193 -3.60975
H -3.86984 -1.68868 -3.38807
H -2.75778 -0.83098 -2.31376
H -3.75280 0.84959 -3.90252
H -2.10625 0.65322 -4.33395
H -2.90498 -1.19518 -5.98794
H -3.19783 0.45212 -6.42983
H -5.24817 -1.13490 -4.94155
H -5.46796 0.41075 -5.88043
H -4.84304 -0.89643 -7.92463
H -4.89374 -2.40199 -7.06302
H -7.29886 -0.58277 -7.16173
H -7.12927 -1.88362 -8.23223
H -7.25683 -2.20684 -6.48075